1.
{"formula": "C4H13N3", "method": "ωB97M-V/def2-TZVPD", "total_charge": 2, "homo_energy_ev": [-16.308, -19.194], "multiplicity": 3, "s2": 2.01, "orbital_gap_ev": [8.24, 6.59], "relative_energy_kcal_mol": 54.55, "species": ["C", "C", "C", "C", "N", "N", "N", "H", "H", "H", "H", "H", "H", "H", "H", "H", "H", "H", "H", "H"], "coordinates": [[0.34323, -0.04122, -0.34772], [1.00692, 1.95611, 0.82085], [0.54768, -0.57767, -2.63067], [-0.28098, -0.88953, 1.47392], [0.77022, 1.19584, -0.40319], [0.04142, -0.89769, -1.34314], [-1.73358, -0.95465, 1.46418], [0.31672, 2.75387, 0.93605], [0.91367, 1.31375, 1.58003], [2.00464, 2.25724, 0.95089], [1.44729, 0.04678, -2.64016], [-0.23938, -0.00910, -3.12926], [0.88524, -1.40478, -3.26708], [0.25304, -1.91284, 1.66654], [0.25161, -0.07990, 1.99240], [0.96806, 1.72409, -1.19575], [0.27290, -1.86643, -1.07186], [-2.00348, -1.04433, 0.40037], [-2.11700, -0.12662, 1.88103], [-2.03002, -1.77812, 2.15947]]}

***

2.
{"formula": "C24H71N7O12", "method": "ωB97M-V/def2-TZVPD", "homo_energy_ev": -8.616, "orbital_gap_ev": 8.73, "species": ["N", "H", "H", "H", "H", "N", "O", "O", "O", "C", "C", "O", "O", "H", "H", "H", "H", "H", "H", "C", "C", "O", "O", "H", "H", "H", "H", "H", "H", "C", "C", "C", "O", "C", "N", "H", "H", "H", "H", "H", "H", "H", "H", "H", "H", "H", "C", "C", "C", "O", "C", "N", "H", "H", "H", "H", "H", "H", "H", "H", "H", "H", "H", "C", "C", "C", "O", "C", "N", "H", "H", "H", "H", "H", "H", "H", "H", "H", "H", "H", "C", "C", "C", "O", "C", "N", "H", "H", "H", "H", "H", "H", "H", "H", "H", "H", "H", "C", "C", "C", "O", "C", "N", "H", "H", "H", "H", "H", "H", "H", "H", "H", "H", "H"], "coordinates": [[3.82238, -2.73079, 0.41378], [4.05645, -1.84933, 0.94844], [2.85449, -3.02945, 0.54470], [4.43900, -3.48017, 0.72164], [3.99132, -2.59472, -0.60744], [0.64533, -1.37275, -0.95322], [1.10606, -2.28375, -0.21691], [-0.41842, -0.81446, -0.68911], [1.31127, -0.95320, -1.93054], [2.76311, -2.28644, -4.43169], [3.92096, -2.81336, -3.55865], [3.71255, -2.36099, -2.22826], [2.69414, -0.86451, -4.40874], [1.80290, -2.71697, -4.13684], [2.97193, -2.44239, -5.49346], [4.76848, -2.38624, -4.10827], [4.09129, -3.88832, -3.60393], [2.95794, -1.73736, -2.22513], [1.97931, -0.61257, -3.81009], [-4.94684, 0.28416, -0.38277], [-5.07214, -0.62854, -1.61524], [-4.42805, 0.01654, -2.69211], [-3.79757, 0.05478, 0.44170], [-5.82636, 0.04149, 0.22894], [-5.04377, 1.35728, -0.55097], [-6.13805, -0.67493, -1.86666], [-4.73398, -1.65312, -1.43345], [-3.57861, -0.46494, -2.84351], [-3.09864, -0.33743, -0.09543], [3.12210, 0.92832, 0.25973], [4.26707, 0.95380, 1.26758], [4.14678, 1.97999, 2.42347], [5.26367, 1.89608, 3.25617], [5.25268, 2.84037, 4.30348], [4.32986, -0.40335, 1.87782], [2.94180, 1.88483, -0.23757], [2.17097, 0.61409, 0.69226], [3.39352, 0.29005, -0.58225], [5.25190, 0.96241, 0.79679], [3.22539, 1.81118, 2.99226], [4.08355, 2.95060, 1.91315], [6.09123, 2.78183, 4.99720], [4.43007, 2.62615, 4.99852], [5.19656, 3.81233, 3.80764], [5.07933, -0.33239, 2.56516], [3.49452, -0.55240, 2.44518], [-0.94064, 1.99431, -3.74875], [-1.62608, 2.28056, -2.43097], [-0.99787, 3.45629, -1.64520], [-1.86077, 3.88777, -0.60020], [-1.70242, 5.29112, -0.35624], [-3.01498, 2.74361, -2.75971], [-1.28706, 1.03325, -4.12472], [0.13226, 1.85227, -3.56451], [-1.07832, 2.79766, -4.46738], [-1.83713, 1.41204, -1.79882], [-0.69603, 4.24423, -2.33875], [-0.05948, 3.07370, -1.22280], [-2.03611, 5.55228, 0.64648], [-2.33873, 5.83406, -1.05900], [-0.64837, 5.52712, -0.50172], [-3.28186, 3.05995, -1.82411], [-3.58979, 1.89492, -2.80049], [1.45316, -0.94567, 3.68589], [0.51665, -1.39354, 4.78085], [0.42740, -2.95857, 4.71510], [-0.45363, -3.52783, 3.76781], [-0.21979, -3.37433, 2.39103], [1.16454, -0.94538, 6.03849], [2.45423, -1.38112, 3.68166], [1.56803, 0.14018, 3.77369], [1.04719, -1.12539, 2.68434], [-0.46471, -0.95055, 4.61236], [-0.00189, -3.21473, 5.68666], [1.42684, -3.39833, 4.73319], [0.74249, -3.75299, 2.03544], [-0.39440, -2.31290, 2.19044], [-0.97479, -3.86694, 1.77596], [0.89632, 0.03335, 6.11369], [0.63991, -1.41634, 6.77635], [-3.26836, -3.49578, -3.78577], [-1.91410, -2.75731, -3.89814], [-1.41188, -2.29646, -5.28436], [-1.23828, -3.36233, -6.19528], [-2.39008, -3.73382, -6.93662], [-2.07524, -1.52598, -3.07468], [-3.35114, -3.88255, -2.76985], [-3.27000, -4.37357, -4.43150], [-4.08617, -2.82711, -4.04423], [-1.10384, -3.26086, -3.36731], [-0.41754, -1.88895, -5.07738], [-1.90566, -1.42111, -5.71742], [-2.31927, -4.61796, -7.57068], [-2.57728, -2.94454, -7.67259], [-3.25822, -3.88601, -6.29776], [-1.89189, -1.70452, -2.08809], [-1.30037, -0.87864, -3.21993], [-1.47682, 1.54316, 2.01759], [-2.09321, 1.89830, 3.40047], [-1.57323, 3.23538, 3.88955], [-0.25898, 2.98627, 4.33768], [0.43632, 4.05720, 4.93800], [-3.55837, 1.95220, 3.18326], [-1.63579, 2.38596, 1.34876], [-1.83509, 0.55732, 1.74214], [-0.39631, 1.42588, 2.17466], [-1.89569, 1.05817, 4.06395], [-2.08120, 3.64455, 4.77585], [-1.65819, 4.01657, 3.12054], [0.15155, 4.98782, 4.43431], [1.49953, 3.84465, 4.90917], [0.09894, 4.23523, 5.96667], [-3.83168, 1.08941, 2.71604], [-3.62411, 2.57400, 2.37349]]}